This record from the Open Molecules 2025 dataset describes 8 unconnected molecules or ions with the total composition C27H45NO26P2 at a distorted geometry. The level of theory is ωB97M-V with the def2-TZVPD basis set.

CARTESIAN COORDINATES (ANGSTROEM)
C (6.538576, -1.467029, 2.982990)
P (4.865078, -1.035110, 3.611720)
O (3.991555, -2.444983, 3.530320)
C (4.144243, 0.045373, 2.283253)
O (2.758531, 0.134810, 2.542934)
C (2.223351, 1.432534, 2.405986)
C (0.697099, 1.279124, 2.103004)
N (0.135181, -0.017910, 2.431983)
C (2.403814, 2.278194, 3.651777)
O (3.757826, 2.610964, 3.927327)
C (4.193667, 3.850050, 3.373060)
P (5.393297, 3.850832, 1.951397)
O (6.548478, 2.726866, 2.324329)
O (4.523229, 3.329271, 0.637960)
H (6.733453, -2.491917, 3.272069)
H (6.556561, -1.391790, 1.898415)
H (7.234344, -0.783586, 3.451432)
H (3.101704, -2.264862, 3.867175)
H (4.662687, 0.996510, 2.297156)
H (4.345360, -0.408040, 1.307548)
H (2.669254, 1.973565, 1.568718)
H (0.122048, 2.034111, 2.634746)
H (0.550316, 1.407504, 1.035140)
H (0.327674, -0.276200, 3.388171)
H (0.447513, -0.729323, 1.788934)
H (1.764889, 3.158806, 3.570329)
H (2.042725, 1.723783, 4.517334)
H (4.737882, 4.372879, 4.155900)
H (3.365099, 4.484835, 3.057612)
H (6.514151, 1.921077, 1.783939)
H (4.986472, 2.658699, 0.112443)
C (5.766015, 1.956769, 7.977526)
C (5.833695, 1.558603, 6.520369)
O (6.927758, 0.634250, 6.507266)
C (7.060905, 0.121543, 7.752623)
O (7.765804, -0.790016, 8.038042)
O (6.278965, 0.795134, 8.636551)
H (4.755313, 2.174778, 8.313398)
H (6.410240, 2.807210, 8.212059)
H (4.934144, 1.045339, 6.179337)
H (6.030909, 2.396413, 5.856902)
C (-3.734463, -0.449684, -1.002010)
C (-3.807482, -0.583919, 0.500890)
O (-2.632005, -1.346895, 0.797912)
C (-1.749530, -1.160049, -0.205210)
O (-0.614575, -1.520879, -0.183774)
O (-2.322163, -0.510383, -1.243807)
H (-4.153434, 0.482196, -1.362963)
H (-4.215601, -1.282546, -1.520016)
H (-3.741015, 0.379030, 1.009265)
H (-4.699324, -1.104134, 0.840629)
C (-5.673645, 3.579568, -4.244682)
C (-5.856541, 2.085989, -4.156453)
O (-5.337417, 1.799852, -2.844865)
C (-5.422289, 2.931370, -2.105756)
O (-5.227081, 2.973717, -0.930045)
O (-5.746967, 3.991144, -2.870446)
H (-6.443783, 4.062653, -4.837123)
H (-4.693508, 3.857205, -4.637106)
H (-6.894341, 1.788326, -4.197601)
H (-5.300626, 1.550753, -4.923634)
C (4.224727, -3.839861, -1.894955)
C (3.545349, -3.341363, -0.640575)
O (4.537183, -2.461694, -0.094698)
C (5.337811, -2.049742, -1.099327)
O (6.148335, -1.181543, -0.997674)
O (5.094827, -2.747070, -2.231237)
H (3.527387, -4.038919, -2.704992)
H (4.826277, -4.728200, -1.716894)
H (2.641428, -2.765573, -0.849200)
H (3.306360, -4.136612, 0.060045)
C (-10.775159, 3.658000, -0.840176)
C (-9.607418, 3.196984, 0.005228)
O (-8.763643, 2.566758, -0.963150)
C (-9.051977, 3.088789, -2.174484)
O (-8.405377, 2.901336, -3.155346)
O (-10.165338, 3.854787, -2.120693)
H (-11.224350, 4.581001, -0.483821)
H (-11.551260, 2.896122, -0.933769)
H (-9.062580, 4.026386, 0.458404)
H (-9.892931, 2.492742, 0.781968)
C (6.310703, -9.022588, -2.123872)
C (5.882667, -7.896277, -3.039451)
O (5.104911, -7.070735, -2.164747)
C (5.508887, -7.314484, -0.890457)
O (5.176567, -6.668741, 0.048096)
O (6.335749, -8.384162, -0.843731)
H (7.289510, -9.425082, -2.370292)
H (5.585912, -9.838089, -2.096038)
H (6.727054, -7.314978, -3.413536)
H (5.283495, -8.234361, -3.880780)
C (-9.102428, 0.484578, -8.163890)
C (-9.777824, 1.067789, -6.941540)
O (-8.742096, 1.876995, -6.378423)
C (-7.875735, 2.200508, -7.367358)
O (-7.000811, 2.997203, -7.261988)
O (-8.141541, 1.492770, -8.491441)
H (-9.784885, 0.321433, -8.993709)
H (-8.575430, -0.446340, -7.946943)
H (-10.624837, 1.707321, -7.195830)
H (-10.103536, 0.312533, -6.231104)

Cartesian forces, eV/Å:
-1.239 -0.055 -0.564
-0.114 0.972 1.731
0.079 0.009 -0.773
0.684 -1.246 -0.460
0.358 0.324 -0.097
-0.989 0.444 -0.021
0.366 -0.781 0.022
-0.533 0.426 0.064
0.138 -0.473 0.148
-0.282 0.508 -0.039
0.164 -1.444 -0.281
0.791 2.053 -0.072
-0.822 -0.424 -0.556
0.296 -0.940 0.555
0.216 -0.162 0.141
0.290 -0.055 -0.193
0.212 0.034 0.078
0.281 -0.049 -0.031
-0.050 0.249 0.352
-0.322 -0.020 -0.208
0.268 -0.156 -0.112
0.026 0.262 -0.042
-0.111 0.227 -0.122
0.112 -0.195 -0.054
0.086 -0.139 0.151
0.150 0.322 -0.072
0.004 -0.197 0.111
0.187 0.223 0.083
-0.158 0.125 -0.045
0.051 0.004 0.380
-0.221 0.177 -0.010
-0.038 0.153 0.025
-0.213 0.117 -0.167
-0.026 0.064 0.175
0.023 -0.053 -0.074
0.013 -0.011 0.033
0.010 0.024 -0.093
0.007 -0.160 0.108
0.030 -0.030 -0.012
0.038 -0.045 -0.037
0.161 -0.101 -0.084
-0.240 0.098 -0.057
-0.158 0.111 0.096
-0.021 -0.040 -0.134
0.061 0.032 0.065
0.109 -0.072 -0.063
-0.042 -0.064 0.128
0.187 0.058 -0.066
0.055 -0.037 0.026
0.052 0.010 -0.039
0.119 -0.150 0.063
-0.105 0.236 -0.315
0.207 -0.218 -0.397
-0.090 0.123 -0.071
-0.097 0.072 0.015
0.014 -0.062 0.051
0.223 -0.211 0.027
-0.093 0.057 0.174
0.012 -0.019 0.045
-0.092 0.008 0.038
0.230 -0.042 0.220
-0.101 -0.195 -0.063
-0.270 -0.122 0.045
0.048 -0.001 -0.083
-0.024 0.012 0.011
0.013 0.064 0.019
-0.026 0.032 0.116
0.088 0.168 -0.106
0.014 0.059 0.056
0.041 0.046 -0.010
0.195 0.068 0.133
-0.157 0.042 0.120
-0.025 0.053 0.226
-0.114 0.018 -0.036
0.113 0.048 -0.001
-0.351 0.042 0.081
0.032 -0.076 0.061
0.065 0.087 -0.161
0.036 -0.025 -0.015
0.012 0.015 -0.053
0.104 -0.136 -0.094
0.055 -0.165 -0.092
0.039 -0.019 -0.221
0.120 -0.208 -0.022
-0.015 0.020 0.141
-0.024 0.045 -0.024
-0.078 0.069 -0.118
0.064 0.070 0.166
-0.030 0.036 0.007
0.015 0.000 0.052
-0.148 0.096 0.074
-0.090 -0.164 -0.071
-0.192 -0.082 0.042
0.038 -0.055 -0.111
-0.006 0.038 -0.014
0.077 -0.012 0.058
-0.048 0.008 0.110
0.094 0.135 -0.096
0.017 0.024 0.034
0.032 0.021 -0.028
0.130 0.071 0.124

* DFT total energy: -102031.6710 eV
* frontier orbital gap: 0.28186 Ha
* E_LUMO: 0.0105 hartree

Atomic partial charges in e from the Mulliken method, atoms 1 to 6:
1 C -1.082
2 P 0.227
3 O -0.546
4 C 0.928
5 O -0.341
6 C 1.061